{"formula": "C43H34F9N5O4PTe2Zr", "method": "wB97M-V/def2-TZVPD", "e_lumo_ev": -3.398, "gap_ev": 6.704, "de_lowest_kcal_mol": 71.0, "total_charge": 1, "elements": ["Zr", "O", "C", "N", "C", "O", "C", "C", "C", "C", "C", "N", "C", "C", "C", "C", "C", "N", "H", "H", "H", "H", "H", "H", "H", "H", "C", "O", "C", "O", "N", "N", "H", "H", "H", "H", "H", "H", "C", "Te", "C", "C", "C", "C", "C", "C", "C", "H", "H", "H", "H", "H", "H", "H", "H", "F", "C", "F", "F", "C", "C", "C", "C", "C", "C", "P", "C", "C", "C", "C", "C", "C", "C", "F", "F", "F", "C", "C", "C", "C", "C", "C", "C", "F", "F", "F", "H", "H", "H", "H", "H", "H", "H", "H", "H", "H", "H", "H", "Te"], "xyz": [[0.526, -1.124, -0.652], [-2.357, -3.963, -0.327], [-1.316, -3.489, -0.697], [-0.245, -3.026, 0.068], [0.388, -3.852, 0.964], [-0.026, -4.868, 1.462], [1.817, -3.400, 1.164], [2.665, -4.118, 1.976], [4.005, -3.764, 2.038], [4.449, -2.715, 1.258], [3.537, -2.030, 0.469], [2.240, -2.346, 0.425], [-1.009, -3.295, -2.171], [-1.825, -3.850, -3.132], [-1.423, -3.760, -4.457], [-0.239, -3.102, -4.758], [0.479, -2.504, -3.736], [0.104, -2.595, -2.456], [2.258, -4.958, 2.523], [4.692, -4.316, 2.665], [5.488, -2.419, 1.247], [3.838, -1.215, -0.173], [-2.723, -4.365, -2.821], [-2.019, -4.206, -5.243], [0.121, -3.028, -5.774], [1.375, -1.925, -3.922], [-3.703, -0.718, -0.759], [-2.487, -0.466, -1.506], [-1.763, 0.675, -1.204], [-0.759, 0.473, -0.374], [-2.514, 1.809, -0.963], [-1.732, 3.008, -1.086], [-4.533, -0.164, -1.195], [-3.573, -0.438, 0.283], [-3.882, -1.786, -0.836], [-3.283, 1.860, -1.624], [-0.900, 2.853, -0.520], [-2.251, 3.730, -0.591], [-0.049, 2.492, -4.342], [-0.889, 0.749, -3.469], [-2.680, 1.639, -4.258], [-2.198, 2.215, -5.562], [-2.989, 2.325, -6.698], [-2.466, 2.882, -7.854], [-1.151, 3.327, -7.884], [-0.351, 3.212, -6.757], [-0.873, 2.660, -5.594], [1.010, 2.329, -4.527], [-0.182, 3.294, -3.617], [-2.965, 2.445, -3.576], [-3.499, 0.931, -4.366], [-4.014, 1.974, -6.677], [-3.085, 2.964, -8.738], [-0.744, 3.756, -8.789], [0.678, 3.547, -6.784], [5.889, 1.625, 5.982], [5.964, 0.559, 5.171], [7.056, 0.705, 4.408], [6.157, -0.518, 5.953], [4.710, 0.411, 4.347], [4.739, 0.573, 2.974], [3.565, 0.417, 2.249], [2.372, 0.110, 2.891], [2.344, -0.007, 4.281], [3.515, 0.132, 5.002], [0.886, 0.079, 1.839], [-0.386, -0.874, 2.742], [-1.735, -0.557, 2.561], [-2.724, -1.408, 3.018], [-2.379, -2.598, 3.644], [-1.049, -2.921, 3.842], [-0.057, -2.060, 3.394], [-3.482, -3.516, 4.105], [-4.198, -2.950, 5.095], [-3.014, -4.682, 4.561], [-4.337, -3.777, 3.104], [0.397, 1.834, 1.947], [-0.539, 2.320, 2.847], [-0.848, 3.676, 2.870], [-0.195, 4.544, 2.012], [0.788, 4.074, 1.145], [1.073, 2.722, 1.106], [-0.592, 5.993, 1.942], [-1.344, 6.215, 0.837], [-1.320, 6.376, 2.996], [0.471, 6.802, 1.857], [5.666, 0.816, 2.473], [3.580, 0.559, 1.174], [1.417, -0.197, 4.805], [3.502, 0.033, 6.080], [-2.014, 0.361, 2.058], [-3.768, -1.157, 2.879], [-0.785, -3.854, 4.320], [0.978, -2.340, 3.534], [-1.047, 1.653, 3.533], [-1.595, 4.051, 3.555], [1.308, 4.761, 0.490], [1.803, 2.350, 0.395], [2.255, 0.317, -2.096]], "forces_ev_per_angstrom": [[1.5, 0.3, -0.3], [0.1, -0.1, 0.1], [-0.1, 0.1, 0.0], [-0.3, -0.1, 0.0], [0.0, 0.1, -0.1], [0.0, 0.0, 0.0], [0.2, 0.1, -0.1], [-0.1, -0.1, 0.1], [0.0, 0.0, 0.0], [0.0, 0.1, -0.1], [0.1, -0.1, -0.1], [-0.2, -0.3, 0.2], [-0.2, 0.0, 0.2], [0.1, -0.1, -0.1], [0.0, 0.0, 0.0], [0.0, 0.0, 0.0], [0.0, 0.0, 0.0], [-0.4, 0.1, -0.1], [0.0, 0.0, 0.0], [0.0, 0.0, 0.0], [0.0, 0.0, 0.0], [0.0, 0.0, 0.0], [0.0, 0.0, 0.0], [0.0, 0.0, 0.0], [0.0, 0.0, 0.0], [0.0, 0.0, 0.0], [0.0, 0.0, 0.0], [-0.1, -0.1, -0.1], [0.2, -0.3, 0.4], [-0.6, 0.0, -0.5], [-0.3, -0.1, -0.1], [0.0, 0.1, 0.1], [0.0, 0.0, 0.0], [0.0, 0.0, 0.1], [0.0, 0.0, 0.0], [0.0, 0.1, 0.0], [0.0, 0.0, 0.0], [0.0, 0.0, 0.0], [0.1, 0.2, 0.0], [-0.2, -0.1, -0.2], [0.0, 0.1, 0.0], [0.0, 0.1, 0.0], [0.0, 0.0, 0.1], [0.1, 0.0, -0.1], [0.0, 0.0, 0.0], [-0.1, 0.0, 0.0], [0.1, 0.0, 0.0], [0.0, 0.0, 0.0], [0.0, 0.0, 0.0], [0.0, 0.0, 0.0], [0.0, 0.0, 0.0], [0.0, 0.0, 0.0], [0.0, 0.0, 0.0], [0.0, 0.0, 0.0], [0.0, 0.0, 0.0], [0.0, 0.0, 0.0], [0.0, 0.0, 0.0], [0.0, 0.0, 0.0], [0.0, 0.0, 0.0], [0.0, 0.0, 0.0], [-0.1, 0.0, 0.0], [0.1, 0.1, 0.1], [0.0, 0.0, -0.1], [0.0, 0.0, -0.1], [0.1, 0.0, 0.1], [-0.3, 0.1, 0.7], [0.1, 0.1, -0.1], [-0.1, 0.0, -0.1], [0.0, 0.0, 0.0], [0.0, 0.0, 0.0], [0.0, 0.0, 0.0], [0.0, 0.1, 0.0], [0.0, 0.0, 0.0], [0.0, 0.0, 0.0], [0.0, 0.0, 0.0], [0.0, 0.0, 0.0], [0.1, 0.0, -0.1], [0.0, 0.1, 0.1], [0.0, 0.0, 0.0], [0.0, 0.0, 0.0], [-0.1, 0.1, 0.0], [0.0, 0.0, 0.0], [0.0, 0.0, 0.0], [0.0, 0.0, 0.0], [0.0, 0.0, 0.0], [0.0, 0.0, 0.0], [0.0, 0.0, 0.0], [0.0, 0.0, 0.0], [0.0, 0.0, 0.0], [0.0, 0.0, 0.0], [0.0, -0.1, -0.1], [0.0, 0.0, 0.0], [0.0, 0.0, 0.0], [0.0, 0.0, 0.0], [0.1, 0.1, 0.0], [0.0, 0.0, 0.0], [0.0, 0.0, 0.0], [0.0, 0.0, 0.0], [-0.1, -0.2, 0.1]]}

{"formula": "C43H34N9NaO5S4Se", "method": "wB97M-V/def2-TZVPD", "e_lumo_ev": 3.020, "gap_ev": 4.737, "de_lowest_kcal_mol": 57.3, "total_charge": -2, "elements": ["Na", "O", "N", "N", "O", "C", "C", "C", "C", "C", "C", "H", "H", "H", "H", "H", "C", "O", "C", "C", "C", "C", "C", "C", "N", "N", "C", "C", "C", "C", "O", "C", "N", "C", "C", "C", "C", "H", "H", "H", "H", "H", "H", "H", "H", "H", "H", "H", "H", "Se", "N", "C", "C", "C", "C", "C", "C", "N", "H", "H", "H", "H", "S", "C", "S", "C", "N", "N", "C", "C", "C", "C", "C", "C", "S", "H", "H", "H", "H", "H", "C", "S", "O", "C", "C", "C", "C", "C", "C", "H", "H", "H", "H", "H", "H", "H", "H"], "xyz": [[0.667, 0.490, 0.041], [-0.061, -0.406, -2.385], [0.818, -1.050, -2.999], [2.069, -1.057, -2.394], [2.270, -0.614, -1.207], [3.075, -1.670, -3.117], [2.737, -2.220, -4.410], [3.787, -2.429, -5.304], [5.106, -2.388, -4.823], [5.404, -2.010, -3.537], [4.406, -1.564, -2.694], [1.659, -2.228, -4.756], [3.551, -2.854, -6.271], [5.843, -2.734, -5.508], [6.456, -2.001, -3.200], [4.486, -1.059, -1.729], [-5.454, -4.893, -3.112], [-6.598, -4.192, -2.587], [-6.554, -3.714, -1.347], [-5.731, -4.158, -0.313], [-5.725, -3.445, 0.845], [-6.447, -2.243, 0.911], [-7.510, -1.947, -0.018], [-7.573, -2.772, -1.101], [-5.906, -1.257, 1.707], [-6.127, -0.046, 1.338], [-4.993, 0.726, 1.180], [-5.020, 1.622, 0.131], [-3.794, 1.905, -0.420], [-2.511, 1.477, 0.122], [-1.402, 1.733, -0.371], [-2.586, 0.785, 1.434], [-1.421, 0.485, 2.035], [-1.459, -0.253, 3.172], [-2.700, -0.552, 3.771], [-3.908, -0.116, 3.204], [-3.828, 0.382, 1.893], [-5.769, -5.129, -4.191], [-5.235, -5.810, -2.527], [-4.603, -4.159, -3.016], [-5.078, -4.990, -0.397], [-5.085, -3.733, 1.675], [-8.160, -1.071, 0.194], [-8.272, -2.649, -1.905], [-5.974, 2.001, -0.227], [-3.728, 2.564, -1.297], [-0.520, -0.543, 3.639], [-2.756, -1.112, 4.684], [-4.895, -0.185, 3.631], [3.291, 3.548, -1.056], [1.506, 2.951, -0.959], [0.889, 3.671, -1.900], [-0.479, 3.639, -2.264], [-0.919, 4.366, -3.344], [-0.045, 5.007, -4.266], [1.323, 5.075, -4.057], [1.767, 4.518, -2.828], [3.094, 4.498, -2.543], [-1.082, 2.874, -1.721], [-1.963, 4.390, -3.666], [-0.481, 5.412, -5.206], [1.964, 5.638, -4.738], [6.413, -3.595, 3.627], [4.925, -3.211, 3.040], [3.883, -2.073, 3.879], [3.020, -1.738, 2.371], [3.356, -2.550, 1.371], [4.344, -3.441, 1.795], [4.747, -4.555, 0.947], [4.324, -4.644, -0.400], [4.719, -5.713, -1.204], [5.484, -6.757, -0.647], [5.971, -6.656, 0.675], [5.530, -5.601, 1.492], [1.883, -0.550, 2.320], [3.682, -3.898, -0.874], [4.456, -5.730, -2.311], [5.713, -7.644, -1.300], [6.580, -7.469, 1.063], [5.939, -5.573, 2.519], [0.828, 3.480, 5.204], [0.206, 3.599, 3.476], [-1.294, 3.440, 3.512], [0.507, 5.331, 3.126], [-0.538, 6.231, 3.376], [-0.268, 7.624, 3.188], [0.968, 8.041, 2.815], [1.986, 7.141, 2.593], [1.805, 5.813, 2.838], [1.401, 4.358, 5.439], [1.496, 2.599, 5.299], [-0.134, 3.338, 5.817], [-1.519, 5.917, 3.689], [-1.118, 8.242, 3.270], [1.155, 9.157, 2.836], [3.046, 7.417, 2.445], [2.686, 5.165, 2.817]], "forces_ev_per_angstrom": [[-0.3, -0.1, -0.4], [1.2, -0.8, 0.1], [1.2, 0.9, 1.0], [-3.2, -0.3, -0.4], [0.3, 0.7, 0.5], [-0.2, -0.3, -2.1], [0.0, 1.1, -0.3], [-0.7, -0.9, 1.6], [-0.6, -0.3, -0.8], [1.1, 0.3, 0.3], [-1.6, 0.2, 0.5], [1.6, -0.2, 0.6], [0.2, 0.3, -0.2], [0.9, -0.1, -0.3], [-0.6, 0.0, -0.2], [0.5, -0.4, -0.2], [-0.5, 0.9, -0.2], [0.3, -1.6, -2.0], [-0.7, 0.1, 1.5], [-0.7, 0.0, -1.2], [-0.4, 1.2, 1.2], [-1.8, 0.8, -0.2], [0.9, -0.4, 1.4], [0.6, 0.1, -0.5], [1.2, 0.4, 1.1], [-0.2, -0.5, -1.9], [-2.3, -0.7, 1.9], [0.9, 0.0, 0.1], [0.9, 1.2, -0.9], [-0.8, 0.3, 0.7], [-0.1, -0.2, -0.2], [0.9, -0.6, -0.7], [0.4, -1.0, 1.3], [-1.2, 1.1, -1.3], [-1.0, 0.6, -0.2], [1.7, -0.8, -0.6], [0.5, 1.1, 1.1], [0.9, 0.3, 1.6], [-0.1, 0.4, -0.5], [-0.5, -1.0, -0.5], [0.4, -0.6, -0.3], [0.1, 0.3, -0.2], [0.6, -0.8, -0.4], [-0.4, 0.2, -0.2], [0.2, -0.3, -0.2], [0.0, -0.3, 0.3], [-0.1, 0.0, -0.3], [0.2, -0.1, 0.5], [0.2, -0.4, 0.4], [-1.6, -1.1, -0.2], [1.2, 2.1, -0.8], [2.0, 0.7, -1.6], [-1.2, -0.7, -0.1], [0.0, -0.6, 0.0], [1.2, 0.6, -0.6], [-2.3, 0.6, 0.0], [2.2, -1.5, 1.1], [-1.9, 0.2, 0.5], [0.0, 1.0, -0.2], [0.2, -0.4, 0.5], [0.4, -0.2, 0.8], [0.1, -0.5, 0.3], [0.7, -0.3, 0.7], [-1.4, 0.8, -1.3], [0.4, -0.3, -0.8], [0.8, -1.8, -1.2], [0.0, 0.0, 1.2], [1.3, -0.8, 0.9], [-0.3, 0.1, 0.2], [0.0, 0.4, -0.1], [0.2, -0.6, -0.3], [0.4, -0.2, -0.6], [-1.6, 0.2, -0.8], [0.9, -0.2, -0.2], [-1.0, 1.3, 0.4], [0.3, 0.1, 0.6], [0.1, 0.0, 1.7], [0.0, 1.0, 0.8], [-0.1, 0.3, 0.1], [-0.7, 0.1, -0.9], [-1.2, -0.8, 0.3], [-0.9, -1.1, -0.8], [1.2, 0.4, 0.4], [0.0, 0.9, 1.5], [1.5, 1.1, -1.0], [-0.9, -2.9, 0.1], [0.5, 2.7, 0.1], [1.9, 0.2, 0.7], [-0.9, -1.4, -0.2], [0.0, 0.5, 0.4], [-0.6, 0.4, -0.2], [1.6, 0.4, -0.7], [-0.1, -0.4, -0.1], [-0.5, 1.1, 0.4], [-0.1, -1.4, -0.5], [-0.9, 0.4, -0.2], [-0.5, -0.1, -0.2]]}